1.
{
  "formula": "C2H2NO3S",
  "method": "wB97M-V/def2-TZVPD",
  "elements": ["C", "C", "N", "O", "O", "O", "S", "H", "H"],
  "coordinates": [[-1.1787, -1.5747, 1.6781], [0.9511, 1.8275, -0.6148], [-0.5937, -1.4388, 0.6592], [-1.7166, -1.7284, 2.7187], [0.4604, -1.2758, -1.7012], [1.5350, 2.8055, -0.1689], [-0.9105, -1.2721, -1.0375], [1.5344, 0.9277, -1.0732], [-0.0814, 1.7290, -0.4603]],
  "mulliken_charge": [0.52, 0.05, -0.23, -0.58, -0.65, -0.49, -0.04, 0.21, 0.21],
  "total_charge": -1,
  "e_lumo_ev": 3.67,
  "total_energy_ev": -20573.8899,
  "homo_energy_ev": -2.322,
  "relative_energy_kcal_mol": 39.79
}

***

2.
{
  "formula": "C2H2NO3S",
  "method": "wB97M-V/def2-TZVPD",
  "elements": ["C", "C", "N", "O", "O", "O", "S", "H", "H"],
  "coordinates": [[-0.7513, -0.9565, -0.3618], [0.7679, -0.7563, 0.0152], [0.1240, 0.0247, -2.8297], [0.5876, -0.4094, -3.7959], [1.2189, -1.7758, 0.3889], [1.5028, 0.3441, -0.1173], [-1.3766, -1.0401, -1.8662], [-1.1194, -1.4246, 0.5054], [0.9840, 1.1498, -0.2734]],
  "mulliken_charge": [0.02, 0.54, 0.32, -0.06, -0.34, -0.40, 0.15, 0.39, 0.38],
  "total_charge": 1,
  "e_lumo_ev": -7.36,
  "total_energy_ev": -20562.2067,
  "homo_energy_ev": -15.480,
  "relative_energy_kcal_mol": 7.90
}

***

3.
{
  "formula": "C2H2NO3S2",
  "method": "wB97M-V/def2-TZVPD",
  "elements": ["N", "S", "O", "O", "C", "C", "S", "O", "H", "H"],
  "coordinates": [[2.5141, -1.8516, -0.3147], [2.3844, -0.5709, -0.8760], [3.5320, 0.1779, -1.3144], [1.3806, 0.6747, -0.0628], [0.1147, 0.3783, -0.2923], [-0.0161, -0.4415, -1.5646], [-1.3635, -1.1115, -2.0890], [1.1065, -0.6739, -2.1487], [-0.5250, 1.1191, -0.5737], [-0.1870, -0.2448, 0.5302]],
  "mulliken_charge": [-0.53, 0.63, -0.60, -0.41, -0.23, 0.31, -0.43, -0.32, 0.33, 0.26],
  "total_charge": -1,
  "e_lumo_ev": 3.38,
  "total_energy_ev": -31407.9565,
  "homo_energy_ev": -5.061,
  "relative_energy_kcal_mol": 73.96
}

***

4.
{
  "formula": "C2H2NOP",
  "method": "wB97M-V/def2-TZVPD",
  "elements": ["O", "C", "P", "H", "C", "N", "H"],
  "coordinates": [[-0.2014, -1.4863, -1.6954], [-0.1278, -0.6886, -0.7727], [0.2509, -0.0117, 0.6535], [-0.3835, 0.3378, 2.0385], [-0.5067, 3.1625, 1.1223], [0.1480, 4.0136, 1.4254], [-1.1380, 2.4028, 0.7997]],
  "mulliken_charge": [-0.38, 0.59, -0.33, 0.15, 0.00, -0.28, 0.26],
  "total_charge": 0,
  "e_lumo_ev": -1.63,
  "total_energy_ev": -14928.4521,
  "homo_energy_ev": -9.656,
  "relative_energy_kcal_mol": 71.12
}

***

5.
{
  "formula": "C2H2O",
  "method": "wB97M-V/def2-TZVPD",
  "elements": ["C", "C", "O", "H", "H"],
  "coordinates": [[-0.5757, 0.4747, 0.1329], [0.3561, -0.1782, -0.4346], [0.0126, 1.0496, -1.1084], [-1.4388, 0.7591, 0.6702], [1.4157, -0.8517, -0.5974]],
  "mulliken_charge": [-0.14, -0.07, -0.40, 0.35, 0.26],
  "total_charge": 0,
  "e_lumo_ev": 1.13,
  "total_energy_ev": -4148.7449,
  "homo_energy_ev": -8.193,
  "relative_energy_kcal_mol": 87.53
}

***

6.
{
  "formula": "C2H2O2",
  "method": "wB97M-V/def2-TZVPD",
  "elements": ["O", "C", "C", "O", "H", "H"],
  "coordinates": [[1.4169, -0.4215, -0.9195], [0.7517, 0.1425, -0.0897], [-0.7603, -0.0414, 0.0092], [-1.0942, -0.7949, 0.8901], [1.1950, 0.6868, 0.7677], [-1.5092, 0.4286, -0.6578]],
  "mulliken_charge": [-0.40, 0.13, 0.05, -0.38, 0.28, 0.31],
  "total_charge": 0,
  "e_lumo_ev": 0.02,
  "total_energy_ev": -6199.8251,
  "homo_energy_ev": -10.056,
  "relative_energy_kcal_mol": 5.29
}

***

7.
{
  "formula": "C2H2O2P2",
  "method": "wB97M-V/def2-TZVPD",
  "elements": ["C", "C", "O", "O", "P", "P", "H", "H"],
  "coordinates": [[1.7267, -0.0092, 0.2250], [0.8633, 0.8611, -0.2647], [2.5847, -0.7842, 0.3857], [0.1471, 1.8012, -0.2245], [-0.4472, -0.8541, 0.7693], [-1.3424, -1.1249, -1.1147], [-0.9911, 0.3026, 1.2392], [-2.5412, -0.1925, -1.0152]],
  "mulliken_charge": [0.54, 0.15, -0.36, -0.38, -0.07, -0.04, 0.09, 0.08],
  "total_charge": 0,
  "e_lumo_ev": [-2.15, -1.73],
  "total_energy_ev": -24773.7944,
  "homo_energy_ev": [-9.066, -8.209],
  "relative_energy_kcal_mol": 95.71
}

***

8.
{
  "formula": "C2H2O2S",
  "method": "wB97M-V/def2-TZVPD",
  "elements": ["O", "C", "C", "O", "S", "H", "H"],
  "coordinates": [[2.3711, 0.1514, -0.5091], [1.2627, -0.0571, -0.1774], [0.0259, -0.1308, 0.0825], [-0.1175, 1.1233, 0.6277], [-1.1255, -1.4230, 0.3870], [-0.8706, 1.6986, 0.4886], [-1.5460, -1.3623, -0.8994]],
  "mulliken_charge": [-0.38, 0.92, -0.31, -0.48, -0.20, 0.31, 0.14],
  "total_charge": 0,
  "e_lumo_ev": 0.51,
  "total_energy_ev": -17034.0075,
  "homo_energy_ev": -8.743,
  "relative_energy_kcal_mol": 46.52
}

***

9.
{
  "formula": "C2H2O2S2",
  "method": "wB97M-V/def2-TZVPD",
  "elements": ["O", "C", "S", "C", "O", "S", "H", "H"],
  "coordinates": [[1.1697, 1.8077, -0.0045], [0.3522, 0.9650, 0.2549], [-0.8032, 1.2492, 1.5879], [0.3075, -0.3280, -0.6072], [-0.4519, -1.2757, -0.1736], [1.1211, -0.3889, -2.0237], [-1.3396, 0.0243, 1.6729], [-0.3559, -2.0536, -0.7067]],
  "mulliken_charge": [-0.44, 0.39, -0.19, 0.37, -0.42, -0.22, 0.16, 0.35],
  "total_charge": 0,
  "e_lumo_ev": -0.97,
  "total_energy_ev": -27871.0884,
  "homo_energy_ev": -9.455,
  "relative_energy_kcal_mol": 11.93
}

***

10.
{
  "formula": "C2H2O2S2",
  "method": "wB97M-V/def2-TZVPD",
  "elements": ["O", "C", "S", "C", "O", "S", "H", "H"],
  "coordinates": [[-0.5978, 1.7428, 0.0361], [-0.6814, 0.5775, -0.0305], [-2.1869, -0.2192, -0.1861], [0.5562, -0.5230, -0.0154], [0.4797, -1.7278, -0.0045], [2.2340, 0.1969, -0.1568], [-1.4914, -1.3972, 0.4192], [1.6876, 1.3499, -0.0620]],
  "mulliken_charge": [-0.42, 0.47, -0.21, 0.44, -0.47, -0.15, 0.21, 0.14],
  "total_charge": 0,
  "e_lumo_ev": -0.63,
  "total_energy_ev": -27870.7518,
  "homo_energy_ev": -10.035,
  "relative_energy_kcal_mol": 19.70
}

***

11.
{
  "formula": "C2H2O2S2",
  "method": "wB97M-V/def2-TZVPD",
  "elements": ["O", "S", "O", "C", "C", "S", "H", "H"],
  "coordinates": [[2.3790, 0.6533, 0.0621], [1.3967, -0.3523, 0.1650], [1.7801, -1.6639, -0.2338], [-0.0487, -0.1185, -0.7528], [-1.2481, 0.0428, 0.0775], [-0.8303, 1.8342, -0.1473], [-2.1954, -0.1639, -0.4407], [-1.2332, -0.2316, 1.2700]],
  "mulliken_charge": [-0.40, 0.86, -0.44, -0.12, -0.32, -0.13, 0.31, 0.24],
  "total_charge": 0,
  "e_lumo_ev": [-3.05, -2.92],
  "total_energy_ev": -27866.1229,
  "homo_energy_ev": [-9.461, -9.539],
  "relative_energy_kcal_mol": 126.44
}

***

12.
{
  "formula": "C2H2O2S2",
  "method": "wB97M-V/def2-TZVPD",
  "elements": ["C", "C", "O", "O", "S", "S", "H", "H"],
  "coordinates": [[-1.5468, 1.4438, 0.3220], [2.1076, -0.0738, -0.3658], [-3.4588, -0.3837, 0.3736], [-1.1649, -1.3009, 0.2266], [1.0470, 1.0877, 0.0244], [-2.0543, -0.1700, 0.3172], [3.0532, 0.2356, 0.0761], [2.0169, -0.8386, -0.9740]],
  "mulliken_charge": [-0.18, -0.28, -0.47, -0.45, -0.06, 0.87, 0.25, 0.32],
  "total_charge": 0,
  "e_lumo_ev": [-2.06, -2.06],
  "total_energy_ev": -27864.2348,
  "homo_energy_ev": [-9.558, -9.557],
  "relative_energy_kcal_mol": 169.98
}